Here is C9H13N2PS2 as an isolated structure in a non-equilibrium geometry from the Open Molecules 2025 dataset. Energies are from ωB97M-V/def2-TZVPD.

```
27
Properties=species:S:1:pos:R:3:forces:R:3
C -0.59378 -1.22736 -0.06513 -1.2 -0.7 0.7
C -0.33719 1.07827 0.10051 -1.0 1.4 0.3
C -4.91399 0.83059 -0.17781 5.0 -1.4 2.5
C 2.63795 0.27234 0.98514 0.7 -1.9 -3.3
C -3.57663 0.61759 -0.35476 -1.2 1.1 -2.9
C 2.76370 -1.23818 1.08479 0.2 -0.9 0.2
C 2.03713 1.03414 -1.82771 -1.9 3.1 1.6
C -2.60893 0.14580 0.71513 -0.1 -0.4 -3.0
C 3.56369 -2.05476 0.37192 -1.7 0.7 2.2
N -1.21569 0.07141 0.28183 1.3 -0.2 -0.2
N 0.62368 -1.17101 -0.53518 1.3 0.7 -0.4
P 1.27881 0.28842 -0.30787 -0.3 0.1 -1.6
S -1.35775 -2.66105 0.20413 -0.6 0.0 0.0
S -0.68888 2.69627 0.14795 0.5 -0.7 0.1
H -5.63384 1.16059 -0.81301 -1.6 0.7 -2.1
H -5.15511 0.66414 0.84990 -0.9 0.1 0.6
H 2.35260 0.68591 1.88586 -0.4 1.3 1.7
H 3.55900 0.66836 0.48597 -0.8 0.1 0.8
H -3.15452 0.75026 -1.42483 -0.5 -0.2 1.9
H 1.97571 -1.73218 1.71035 0.8 0.5 -0.6
H 1.52181 0.94274 -2.82071 1.0 -0.9 1.0
H 3.10522 1.13264 -1.64546 0.1 -0.7 -1.0
H 1.72990 2.14854 -1.61005 0.4 -1.5 -0.1
H -2.83055 -0.88029 0.82787 -0.4 -1.3 0.6
H -2.78483 0.63698 1.60304 0.2 1.3 2.0
H 3.33867 -3.08265 0.58520 0.4 -0.5 -0.4
H 4.36381 -1.77754 -0.25707 0.6 0.4 -0.7
```
Forces are in eV/Å.

Energy relative to the best compared isomer or geometry (same formula, charge and spin)   358.2 kJ/mol
Electronic energy   -43480.2130 eV
HOMO   -0.2962 hartree
LUMO energy   -0.7 eV

Charges per atom according to natural (NBO) partitioning, unit e: 0.23 -0.21 -0.40 -0.73 -0.15 -0.19 -0.98 -0.29 -0.37 -0.43 -0.95 1.68 -0.16 -0.08 0.21 0.18 0.26 0.25 0.20 0.22 0.29 0.26 0.27 0.27 0.22 0.22 0.20

---

Here is C8H10F12NaO14S4 as an isolated structure in a non-equilibrium geometry from the Open Molecules 2025 dataset. Energies are from ωB97M-V/def2-TZVPD.

```
49
Properties=species:S:1:pos:R:3:forces:R:3
Na 0.46180 0.07656 -0.00943 -14.1 7.6 3.0
C -1.06192 -0.71942 -2.31170 2.0 -2.8 -0.8
F -0.35243 0.19417 -1.67932 -1.1 -1.0 -4.4
F -0.77836 -1.89970 -1.67122 -2.0 2.8 -4.3
F -2.31501 -0.50272 -2.02210 -2.4 -0.2 -2.3
S -0.73285 -0.85492 -4.26075 2.2 -0.9 -0.8
O -0.60343 0.51645 -4.76373 -0.3 -0.4 0.9
O 0.54102 -1.62921 -4.33543 -2.3 1.3 0.5
O -1.88575 -1.55876 -4.83032 0.2 0.3 1.0
C -1.01042 -3.86021 -0.16585 4.1 0.4 -0.4
F -0.77695 -3.89548 -1.48704 -0.1 -3.3 0.3
F -2.17906 -3.34780 -0.01576 -2.7 -0.2 0.1
F -1.01093 -5.10586 0.36364 -0.2 -0.1 -0.4
S 0.40250 -2.79872 0.68036 0.9 -1.2 1.1
O 1.61115 -3.64473 0.62992 -1.5 0.6 -0.5
O 0.49562 -1.56098 -0.12339 -0.2 -12.2 4.0
O -0.11895 -2.67586 2.05896 -1.8 -8.7 -7.5
C -0.16158 0.96376 3.72244 3.0 -0.6 -1.8
F -0.08070 0.56114 5.00570 -1.1 1.1 0.5
F -1.34637 0.73549 3.18801 -0.3 1.2 2.6
F 0.13157 2.31173 3.57267 -0.8 -1.0 1.0
S 1.19280 -0.08544 2.86787 1.9 2.5 -1.8
O 0.65233 -1.44349 2.96925 4.8 8.0 5.5
O 1.16847 0.50150 1.47857 0.3 0.1 10.4
O 2.47549 0.23983 3.55141 -2.2 -0.5 -0.1
C 3.41296 2.12022 -1.36318 1.2 -4.0 2.0
F 4.70929 2.58194 -1.27483 -1.4 0.1 -0.4
F 2.54860 2.93516 -0.80961 7.2 1.7 -1.0
F 3.01311 1.98819 -2.58597 0.4 0.3 -2.4
S 3.15019 0.43393 -0.40043 3.7 -1.3 3.0
O 1.84644 -0.08384 -0.64731 13.9 0.8 -9.0
O 4.27254 -0.42518 -0.73617 0.1 0.3 -2.0
O 3.27853 0.77376 0.99632 2.0 2.2 -1.0
C -1.92297 -1.15110 1.73385 -0.8 0.9 -1.1
O -1.37019 0.06938 1.11202 -0.6 -1.8 2.2
C -2.21707 0.71714 0.28135 0.0 0.9 -2.1
C -1.69700 2.12699 -0.14875 1.2 -1.6 -0.8
O -0.32536 1.97610 -0.68195 -1.8 2.9 2.0
C 0.44390 3.15973 -0.75798 -3.4 1.1 1.1
H -1.23511 -1.63838 2.42487 -0.7 1.5 -0.2
H -2.02934 -1.90851 0.95724 -0.4 1.1 0.5
H -2.88574 -0.99317 2.21989 -0.5 0.6 -0.1
H -3.24183 0.87518 0.61750 -0.4 -0.1 0.6
H -2.22477 0.09799 -0.61569 -1.0 1.3 1.5
H -1.80113 2.86847 0.64337 0.5 0.1 0.1
H -2.30244 2.40972 -1.00991 -0.4 0.3 0.0
H -0.07783 3.99166 -0.28493 -0.4 0.2 0.6
H 0.51173 3.54588 -1.77503 0.3 -0.5 -0.6
H 1.42535 3.01157 -0.30752 -5.0 0.3 1.4
```
Forces are in eV/Å.

Energy relative to the best compared isomer or geometry (same formula, charge and spin)   2158.2 kJ/mol
Electronic energy   -117472.0508 eV
HOMO   0.0288 hartree
Charge   -3
LUMO energy   5.5 eV

Charges per atom according to Mulliken partitioning, unit e: 2.10 -0.03 -0.07 -0.10 -0.30 1.24 -0.71 -0.69 -0.71 0.77 -0.19 -0.32 -0.32 0.94 -0.82 -0.80 -0.73 0.54 -0.26 -0.15 -0.27 1.15 -0.71 -0.83 -0.76 0.55 -0.28 -0.22 -0.23 1.12 -0.80 -0.83 -0.77 -1.56 0.42 -0.95 -1.01 0.16 -1.30 0.58 0.62 0.35 0.42 0.86 0.43 0.39 0.25 0.27 0.56

---

Repeat the first record exactly.
Here is C9H13N2PS2 as an isolated structure in a non-equilibrium geometry from the Open Molecules 2025 dataset. Energies are from ωB97M-V/def2-TZVPD.

```
27
Properties=species:S:1:pos:R:3:forces:R:3
C -0.59378 -1.22736 -0.06513 -1.2 -0.7 0.7
C -0.33719 1.07827 0.10051 -1.0 1.4 0.3
C -4.91399 0.83059 -0.17781 5.0 -1.4 2.5
C 2.63795 0.27234 0.98514 0.7 -1.9 -3.3
C -3.57663 0.61759 -0.35476 -1.2 1.1 -2.9
C 2.76370 -1.23818 1.08479 0.2 -0.9 0.2
C 2.03713 1.03414 -1.82771 -1.9 3.1 1.6
C -2.60893 0.14580 0.71513 -0.1 -0.4 -3.0
C 3.56369 -2.05476 0.37192 -1.7 0.7 2.2
N -1.21569 0.07141 0.28183 1.3 -0.2 -0.2
N 0.62368 -1.17101 -0.53518 1.3 0.7 -0.4
P 1.27881 0.28842 -0.30787 -0.3 0.1 -1.6
S -1.35775 -2.66105 0.20413 -0.6 0.0 0.0
S -0.68888 2.69627 0.14795 0.5 -0.7 0.1
H -5.63384 1.16059 -0.81301 -1.6 0.7 -2.1
H -5.15511 0.66414 0.84990 -0.9 0.1 0.6
H 2.35260 0.68591 1.88586 -0.4 1.3 1.7
H 3.55900 0.66836 0.48597 -0.8 0.1 0.8
H -3.15452 0.75026 -1.42483 -0.5 -0.2 1.9
H 1.97571 -1.73218 1.71035 0.8 0.5 -0.6
H 1.52181 0.94274 -2.82071 1.0 -0.9 1.0
H 3.10522 1.13264 -1.64546 0.1 -0.7 -1.0
H 1.72990 2.14854 -1.61005 0.4 -1.5 -0.1
H -2.83055 -0.88029 0.82787 -0.4 -1.3 0.6
H -2.78483 0.63698 1.60304 0.2 1.3 2.0
H 3.33867 -3.08265 0.58520 0.4 -0.5 -0.4
H 4.36381 -1.77754 -0.25707 0.6 0.4 -0.7
```
Forces are in eV/Å.

Energy relative to the best compared isomer or geometry (same formula, charge and spin)   358.2 kJ/mol
Electronic energy   -43480.2130 eV
HOMO   -0.2962 hartree
LUMO energy   -0.7 eV

Charges per atom according to natural (NBO) partitioning, unit e: 0.23 -0.21 -0.40 -0.73 -0.15 -0.19 -0.98 -0.29 -0.37 -0.43 -0.95 1.68 -0.16 -0.08 0.21 0.18 0.26 0.25 0.20 0.22 0.29 0.26 0.27 0.27 0.22 0.22 0.20

---

Question: What is the formula in the first record?
Answer: C9H13N2PS2